ORCA calculation (wB97M-V/def2-TZVPD) on a cluster of 14 separate species, C70H84F7N7 in total at a distorted geometry.

- Energy above the lowest of the compared OMol25 structures with the same formula, charge and spin: 63.83 kcal per mole
- Total energy: -103399.9329 eV
- Multiplicity: 1
- Highest occupied orbital energy: -9.10 eV
- Orbital gap: 0.333 Ha
- Strongest force on any atom: 0.06553 Eh/bohr
- E_LUMO: -0.001 hartree

Cartesian coordinates (Å):
C -12.0144 -19.6719 2.4121
C -10.9901 -20.7239 2.0710
C -10.1260 -20.5236 0.8231
C -9.4000 -19.2183 0.8530
N -8.8171 -18.2305 0.8867
H -12.1567 -19.7792 3.4875
H -12.9928 -19.8948 1.9865
H -11.8079 -18.6536 2.0828
H -11.5298 -21.6707 2.0521
H -10.3212 -21.0003 2.8860
H -10.6627 -20.5722 -0.1244
H -9.3888 -21.3259 0.7931
C -9.5471 -18.7802 -10.0351
C -9.2868 -19.3427 -11.4392
C -9.0964 -20.9174 -11.3914
C -10.3205 -21.5468 -10.8767
N -11.3227 -22.0412 -10.5223
H -10.4232 -19.2512 -9.5893
H -9.5647 -17.6945 -10.1302
H -8.7782 -18.9641 -9.2847
H -8.4289 -18.8504 -11.8971
H -10.0288 -19.0027 -12.1617
H -8.2937 -21.0643 -10.6688
H -8.7765 -21.2629 -12.3745
C -8.4520 -24.1331 -7.0759
C -7.4556 -25.0940 -6.5726
C -6.6558 -25.8600 -7.6722
C -6.2732 -25.0945 -8.8654
N -5.9379 -24.5539 -9.8302
H -9.2060 -24.6981 -7.6240
H -8.0512 -23.4438 -7.8191
H -8.8940 -23.5519 -6.2667
H -7.8361 -25.7370 -5.7789
H -6.7530 -24.4980 -5.9901
H -7.2570 -26.6813 -8.0622
H -5.7210 -26.2411 -7.2609
C -17.4000 -12.7347 -7.9084
C -16.8477 -11.3261 -7.9829
C -16.4159 -10.7538 -6.6394
C -15.3412 -11.4083 -5.9542
N -14.4884 -11.9389 -5.3704
H -17.3408 -13.2408 -8.8719
H -18.4419 -12.8380 -7.6052
H -16.7944 -13.3237 -7.2196
H -17.6288 -10.7238 -8.4468
H -16.0761 -11.2645 -8.7503
H -17.2152 -10.6897 -5.9012
H -16.0488 -9.7446 -6.8261
C -1.0295 -16.7977 -3.2063
C -1.9638 -16.1878 -4.3003
C -1.4525 -16.4052 -5.7494
C -0.0735 -16.1252 -6.0630
N 1.0529 -15.9454 -6.3363
H -0.0066 -16.4476 -3.3450
H -1.0396 -17.8863 -3.1528
H -1.1997 -16.3679 -2.2191
H -2.1024 -15.1084 -4.2379
H -2.9772 -16.5593 -4.1478
H -2.0580 -15.7636 -6.3896
H -1.7021 -17.4209 -6.0561
C -7.8823 -8.7567 -8.1222
C -8.2318 -10.2885 -7.9705
C -9.6695 -10.6298 -7.4435
C -10.7711 -9.9149 -8.1031
N -11.6433 -9.3268 -8.6157
H -8.7495 -8.1512 -8.3858
H -7.0118 -8.5756 -8.7528
H -7.6214 -8.3319 -7.1528
H -7.5535 -10.9465 -7.4273
H -8.1598 -10.6457 -8.9978
H -9.7192 -10.5781 -6.3559
H -9.8066 -11.6905 -7.6535
C -3.1757 -20.2246 2.5743
C -3.2197 -19.8123 1.1287
C -3.8695 -20.8889 0.2777
C -3.8063 -20.6772 -1.1579
N -3.8080 -20.4517 -2.2994
H -2.6229 -19.5199 3.1955
H -2.7075 -21.1962 2.7322
H -4.1858 -20.2162 2.9839
H -2.2407 -19.6872 0.6661
H -3.7591 -18.8708 1.0253
H -4.9279 -21.0108 0.5079
H -3.3903 -21.8458 0.4846
F -7.3603 -24.9191 -1.1490
C -7.1719 -26.1503 -0.5994
C -7.9022 -26.5368 0.4566
C -7.8631 -27.8977 0.9047
C -6.8329 -28.7520 0.4569
C -6.0113 -28.2973 -0.5628
C -6.1961 -27.0036 -1.0888
H -8.4998 -25.7714 0.9293
H -8.4743 -28.2798 1.7090
H -6.6666 -29.7192 0.9077
H -5.2447 -28.9559 -0.9436
H -5.7189 -26.7147 -2.0135
F -3.3513 -9.0511 -0.3211
C -3.8547 -10.2398 -0.7096
C -4.7190 -10.3163 -1.7917
C -5.3094 -11.5447 -2.1063
C -4.9656 -12.7079 -1.3837
C -4.1186 -12.5960 -0.2814
C -3.5395 -11.3726 0.0331
H -4.9987 -9.3806 -2.2529
H -6.0018 -11.6145 -2.9322
H -5.3585 -13.6354 -1.7733
H -4.0304 -13.4913 0.3160
H -2.9316 -11.3007 0.9229
F -15.1890 -17.6700 -1.5659
C -16.4372 -17.1145 -1.5918
C -16.7592 -15.9527 -2.3057
C -18.0471 -15.4247 -2.3503
C -19.0139 -16.0477 -1.5635
C -18.7485 -17.2666 -0.9287
C -17.4346 -17.7734 -0.9710
H -15.9360 -15.4854 -2.8258
H -18.3368 -14.5329 -2.8862
H -19.9934 -15.5928 -1.5736
H -19.5290 -17.8709 -0.4905
H -17.2317 -18.6665 -0.3987
F -4.4432 -13.7076 -13.3867
C -4.6294 -14.6724 -12.4846
C -4.2946 -15.9785 -12.8520
C -4.4163 -16.9876 -11.8847
C -4.9352 -16.6968 -10.5934
C -5.3292 -15.3640 -10.3288
C -5.1735 -14.3570 -11.2570
H -3.9567 -16.1905 -13.8556
H -4.0744 -17.9894 -12.0989
H -5.0555 -17.4534 -9.8322
H -5.7815 -15.2561 -9.3541
H -5.4889 -13.3886 -10.8975
F -13.4275 -24.2974 -3.8908
C -13.8445 -24.4959 -2.5975
C -14.8468 -23.7367 -2.0301
C -15.2792 -23.9479 -0.7308
C -14.5620 -24.9017 0.0309
C -13.4384 -25.5837 -0.5104
C -13.1365 -25.4189 -1.8043
H -15.3381 -22.9678 -2.6079
H -15.9865 -23.2996 -0.2349
H -14.8523 -24.9991 1.0666
H -12.8427 -26.2221 0.1251
H -12.3170 -25.9721 -2.2388
F -16.4911 -19.1111 -6.7895
C -16.5954 -18.8125 -8.0888
C -17.6723 -18.0495 -8.5384
C -17.9200 -17.9198 -9.8807
C -17.0745 -18.5960 -10.7837
C -15.9646 -19.2745 -10.3499
C -15.7841 -19.4625 -9.0215
H -18.3482 -17.6398 -7.8024
H -18.8148 -17.4187 -10.2192
H -17.3709 -18.4313 -11.8090
H -15.3465 -19.8941 -10.9826
H -15.0126 -20.1012 -8.6176
F -8.3328 -15.5897 -4.9213
C -9.0794 -16.7253 -4.9273
C -10.4050 -16.5238 -5.2479
C -11.2028 -17.6280 -5.2916
C -10.7036 -18.8551 -4.8684
C -9.3923 -19.0483 -4.4194
C -8.5829 -17.9504 -4.5609
H -10.8179 -15.5729 -5.5507
H -12.2165 -17.4939 -5.6393
H -11.4024 -19.6721 -4.9720
H -8.9871 -19.9910 -4.0825
H -7.5700 -18.0265 -4.1939

Forces on the atoms, in the same order (eV/Å):
-0.556 -0.067 0.334
0.148 -0.980 -0.122
0.247 0.443 0.020
-0.281 -0.879 0.027
-0.009 0.063 0.012
-0.112 0.736 0.084
0.043 -0.201 -0.250
0.444 -0.007 0.423
-0.103 -0.199 -0.838
0.288 0.914 0.294
-0.252 0.066 0.092
0.155 0.094 -0.105
0.245 0.038 -0.369
0.382 -0.470 0.277
-0.084 1.988 0.143
-2.107 -1.372 0.186
2.447 1.260 -0.717
-0.409 0.565 -0.181
-0.681 0.013 0.303
0.524 -0.311 -0.370
0.658 -0.417 0.367
-0.713 -0.514 0.317
0.054 -0.365 -0.097
-0.298 -0.415 0.179
-1.266 0.121 -0.985
2.101 0.349 0.618
-0.495 0.090 0.346
0.212 0.640 -0.528
-0.333 -0.354 0.814
-0.541 0.239 0.121
0.272 0.097 0.159
-0.164 -0.110 -0.117
-0.288 -0.556 -0.537
0.552 0.027 -0.114
0.065 -0.239 0.150
-0.141 -0.265 0.066
0.352 -0.878 -0.027
-0.832 -0.313 -0.682
-0.276 1.137 -0.491
2.021 -1.690 1.037
-1.187 0.753 -0.840
0.081 0.075 -0.087
0.003 0.410 0.238
-0.019 -0.195 0.045
-0.097 0.494 0.454
0.517 -0.142 0.449
-0.347 0.063 -0.254
-0.175 0.264 0.154
0.114 1.249 -0.271
0.964 0.030 0.501
-1.728 -0.458 0.155
3.335 0.349 -0.339
-2.811 -0.350 0.684
0.209 -0.298 -0.540
-0.151 0.104 -0.129
-0.726 -0.252 0.090
0.434 0.122 0.660
0.049 -0.384 -0.499
-0.030 0.022 -0.175
0.318 -0.149 -0.123
-0.004 -0.799 1.797
-0.783 0.962 -1.209
0.836 -0.339 -0.431
-1.566 1.374 -0.701
1.959 -1.353 1.088
0.006 -0.322 -0.657
-0.321 -0.142 -0.253
0.199 -0.086 0.248
0.300 0.620 0.311
-0.286 -0.330 -0.084
-0.211 0.497 -0.037
-0.169 -0.096 -0.060
0.096 0.270 0.636
0.244 0.111 -0.756
-0.548 -0.603 0.065
-0.025 0.809 -2.123
0.099 -0.433 1.792
0.113 0.125 -0.159
-0.145 -0.109 -0.096
-0.070 -0.321 0.030
0.273 0.308 0.436
0.029 0.026 -0.099
-0.095 -0.041 0.200
0.013 -0.111 0.046
0.262 -0.542 0.296
1.419 -0.258 -0.867
-1.649 -1.545 1.775
1.585 0.724 -0.030
-0.931 1.117 -0.051
-0.202 0.944 -0.088
-0.069 -0.721 -1.014
-0.538 -0.266 0.089
-0.261 0.425 0.075
-0.225 -0.103 -0.084
0.115 0.162 -0.199
0.484 0.077 0.097
-0.027 -0.114 -0.216
-0.105 -0.957 0.082
-0.322 0.069 0.581
0.940 -0.276 0.417
-0.152 1.435 -0.807
-0.712 -0.198 -0.838
-0.233 -0.045 0.438
-0.036 -0.065 -0.335
-0.026 0.037 -0.059
-0.085 -0.233 0.510
0.603 0.126 0.246
0.152 0.207 -0.027
-0.637 0.830 -0.211
-0.120 0.753 -0.881
1.284 0.102 -0.502
0.424 -0.833 1.315
-0.353 -0.610 -0.431
0.826 0.673 -0.791
-1.736 -0.891 1.529
-0.010 0.206 -0.225
0.446 0.047 -0.135
-0.248 -0.255 0.215
-0.022 0.217 0.285
0.160 -0.241 -0.176
-0.002 0.462 -0.339
-0.087 -0.776 -0.137
-0.258 0.040 1.065
-0.311 0.576 0.961
0.261 1.146 -1.637
0.271 -2.455 0.197
-0.160 -0.024 0.854
0.151 0.071 0.021
-0.107 -0.091 -0.174
0.070 -0.099 -0.084
-0.031 0.746 0.028
0.181 0.387 -0.739
-0.578 -0.101 1.087
0.712 -0.361 0.517
-0.616 0.511 -1.072
2.012 -1.365 0.908
-0.032 0.795 -0.435
-2.038 0.445 2.284
0.550 0.559 -2.663
0.077 0.047 -0.280
-0.292 -0.143 -0.257
0.188 -0.277 0.124
-0.059 -0.157 -0.017
0.100 0.062 -0.188
0.265 0.242 0.289
-0.735 -0.490 -1.715
0.154 -0.038 1.352
0.802 -1.058 -0.477
-1.328 1.890 -0.307
-0.348 -1.045 -0.991
0.424 0.443 2.849
-0.033 0.144 0.098
0.093 0.141 -0.104
0.499 -0.479 -0.347
0.055 0.357 -0.480
0.180 -0.109 -0.160
0.608 -0.527 0.070
-0.744 1.159 -0.018
0.290 0.198 -0.514
-0.033 -0.563 0.324
-0.702 -1.010 -0.152
-1.403 0.590 -1.241
1.592 0.477 1.200
0.350 0.235 0.128
-0.136 -0.369 0.083
0.093 -0.355 0.341
-0.193 -0.040 -0.006
0.283 0.202 -0.224

Results of the Löwdin charge analysis, in e, for atoms 1 through 2: atom 1 (C): -0.1048, atom 2 (C): -0.2788